Record 1
{"formula": "C29H23Br2KN4O2S", "method": "ωB97M-V/def2-TZVPD", "multiplicity": 1, "relative_energy_kcal_mol": 0.0, "lumo_energy_ev": -0.2, "orbital_gap_ev": 6.0, "molar_mass_g_mol": 690.5, "total_charge": 0, "species": ["K", "C", "O", "C", "C", "C", "Br", "C", "C", "C", "O", "C", "N", "C", "C", "C", "C", "C", "C", "N", "H", "H", "H", "H", "H", "H", "H", "H", "H", "H", "H", "C", "C", "C", "C", "C", "C", "C", "C", "C", "S", "C", "N", "H", "H", "H", "H", "H", "H", "H", "H", "Br", "C", "C", "C", "N", "C", "C", "H", "H", "H", "H"], "coordinates": [[0.407, -0.492, 0.568], [-1.586, -3.206, 0.556], [-1.655, -1.786, 0.439], [-2.874, -1.200, 0.432], [-4.076, -1.882, 0.411], [-5.266, -1.166, 0.401], [-6.909, -2.120, 0.363], [-5.284, 0.205, 0.416], [-4.074, 0.911, 0.438], [-2.860, 0.210, 0.442], [-1.657, 0.829, 0.454], [-4.059, 2.369, 0.455], [-2.958, 3.086, 0.460], [-3.347, 4.410, 0.474], [-2.588, 5.577, 0.481], [-3.266, 6.780, 0.491], [-4.666, 6.833, 0.493], [-5.434, 5.683, 0.486], [-4.750, 4.475, 0.477], [-5.171, 3.161, 0.466], [-2.133, -3.554, 1.434], [-0.531, -3.441, 0.685], [-1.973, -3.695, -0.342], [-4.101, -2.961, 0.399], [-6.230, 0.726, 0.405], [-1.850, 1.818, 0.468], [-1.507, 5.531, 0.480], [-2.707, 7.706, 0.497], [-5.156, 7.797, 0.500], [-6.515, 5.727, 0.488], [-6.125, 2.851, 0.471], [0.509, -1.142, -2.718], [1.744, -1.835, -2.199], [2.777, -2.208, -3.082], [3.903, -2.794, -2.578], [4.014, -3.035, -1.193], [5.150, -3.642, -0.629], [5.173, -3.903, 0.716], [4.088, -3.564, 1.528], [2.941, -2.949, 1.033], [1.646, -2.574, 2.103], [2.902, -2.667, -0.377], [1.810, -2.060, -0.906], [0.461, -1.196, -3.804], [0.521, -0.085, -2.436], [-0.389, -1.598, -2.299], [2.664, -2.043, -4.147], [4.717, -3.092, -3.230], [5.989, -3.897, -1.266], [6.044, -4.371, 1.160], [4.116, -3.790, 2.586], [7.453, -0.610, 0.733], [5.609, -0.192, 0.670], [4.862, -0.182, 1.832], [3.541, 0.230, 1.742], [2.953, 0.576, 0.598], [3.682, 0.506, -0.513], [5.020, 0.144, -0.536], [5.296, -0.447, 2.785], [2.940, 0.316, 2.638], [3.188, 0.797, -1.435], [5.575, 0.125, -1.462]], "forces_ev_per_a": [[0.9, 0.7, 0.2], [0.1, -0.4, 0.0], [-0.7, -0.3, 0.0], [-0.1, 0.1, 0.0], [0.1, -0.1, 0.0], [-0.2, 0.0, 0.0], [0.1, 0.1, 0.0], [0.0, 0.0, 0.0], [0.1, -0.3, 0.0], [-0.3, 0.1, 0.0], [-0.9, 0.6, 0.0], [0.1, 0.3, 0.0], [0.2, -0.4, 0.0], [-0.3, 0.1, 0.0], [0.0, 0.0, 0.0], [0.1, 0.0, 0.0], [-0.1, 0.0, 0.0], [-0.1, 0.0, 0.0], [0.3, 0.1, 0.0], [-0.1, -0.1, 0.0], [0.0, 0.1, 0.0], [0.0, 0.1, 0.0], [-0.1, 0.1, 0.0], [0.0, 0.0, 0.0], [0.0, 0.0, 0.0], [0.1, -0.2, 0.0], [0.0, 0.0, 0.0], [0.0, 0.0, 0.0], [0.0, 0.0, 0.0], [0.0, 0.0, 0.0], [0.0, 0.0, 0.0], [0.1, 0.0, 0.0], [0.0, -0.1, 0.2], [0.1, 0.0, -0.1], [-0.1, 0.1, 0.0], [-0.4, 0.1, 0.0], [0.2, -0.1, 0.1], [0.1, 0.1, -0.2], [-0.2, 0.1, -0.1], [0.2, -0.1, 0.1], [-0.2, -0.3, 0.6], [0.5, -0.3, 0.0], [0.1, -0.3, -0.6], [-0.1, 0.0, 0.0], [-0.1, 0.0, 0.0], [0.0, 0.0, 0.0], [0.0, 0.0, 0.0], [0.0, 0.0, 0.0], [0.0, 0.0, 0.0], [0.0, 0.0, 0.0], [0.0, 0.0, 0.0], [-0.1, -0.1, 0.0], [0.0, 0.0, 0.0], [0.1, 0.1, 0.0], [0.0, 0.1, 0.0], [0.1, 0.1, -0.1], [0.2, 0.2, 0.0], [-0.1, 0.0, 0.0], [0.0, 0.0, 0.0], [0.0, -0.2, 0.0], [0.0, -0.1, 0.0], [0.0, 0.0, 0.0]]}

Record 2
{"formula": "C5H10S", "method": "ωB97M-V/def2-TZVPD", "multiplicity": 1, "relative_energy_kcal_mol": 31.4, "lumo_energy_ev": -0.3, "orbital_gap_ev": 8.4, "molar_mass_g_mol": 102.2, "smiles": "CC(C)(C)C=S", "total_charge": 0, "species": ["C", "C", "C", "C", "C", "S", "H", "H", "H", "H", "H", "H", "H", "H", "H", "H"], "coordinates": [[-0.848, 1.539, -0.292], [-0.693, 0.038, -0.012], [-1.001, -0.274, 1.508], [-1.793, -0.706, -0.830], [0.636, -0.625, -0.398], [2.123, 0.011, -0.021], [-0.372, 1.996, 0.520], [-0.366, 1.846, -1.239], [-1.939, 1.772, -0.390], [-0.710, 0.508, 2.288], [-0.570, -1.280, 1.604], [-2.069, -0.445, 1.571], [-2.832, -0.196, -0.734], [-1.952, -1.815, -0.520], [-1.514, -0.748, -1.908], [0.556, -1.655, -0.718]], "forces_ev_per_a": [[-0.5, -1.0, -1.6], [-1.4, -0.7, -0.5], [0.4, 0.0, -0.6], [-1.3, -1.1, -0.1], [1.3, 1.8, 1.9], [-1.8, -0.7, -0.8], [0.5, 1.4, 1.0], [-0.2, -0.2, 0.5], [1.0, 0.0, 0.5], [0.1, -1.3, -1.3], [0.1, 0.4, 1.0], [-0.3, 0.3, 0.2], [1.8, -0.8, -0.1], [0.4, 1.8, -0.3], [-0.3, 0.2, 0.6], [0.0, -0.2, -0.3]]}

Record 3
{"formula": "C24H46Br2NO5", "method": "ωB97M-V/def2-TZVPD", "multiplicity": 1, "lumo_energy_ev": 2.1, "orbital_gap_ev": 3.8, "molar_mass_g_mol": 588.4, "total_charge": -1, "species": ["C", "C", "O", "H", "H", "H", "H", "H", "C", "C", "C", "O", "C", "H", "H", "H", "H", "H", "H", "H", "H", "C", "C", "C", "O", "C", "H", "H", "H", "H", "H", "H", "H", "H", "C", "C", "C", "O", "C", "H", "H", "H", "H", "H", "H", "H", "H", "C", "C", "C", "O", "C", "H", "H", "H", "H", "H", "H", "H", "H", "Br", "C", "C", "Br", "H", "H", "H", "H", "N", "C", "C", "C", "C", "H", "H", "H", "H", "H"], "coordinates": [[24.896, -4.766, 11.165], [24.173, -5.339, 9.922], [25.040, -5.749, 8.885], [25.529, -5.541, 11.597], [24.211, -4.526, 11.978], [25.614, -4.011, 10.845], [23.457, -4.567, 9.638], [23.519, -6.157, 10.225], [23.175, 2.248, 8.727], [24.222, 3.407, 8.994], [25.458, 2.781, 8.521], [25.109, 1.391, 8.190], [23.766, 1.255, 7.823], [22.220, 2.547, 8.294], [23.097, 1.688, 9.659], [24.116, 3.607, 10.060], [24.105, 4.335, 8.435], [26.267, 2.744, 9.251], [25.840, 3.409, 7.717], [23.196, 0.342, 7.995], [23.765, 1.332, 6.736], [25.970, -12.640, 12.787], [24.941, -13.728, 12.545], [24.893, -13.894, 11.030], [25.263, -12.585, 10.495], [26.265, -12.103, 11.346], [26.916, -12.967, 13.220], [25.641, -11.837, 13.446], [23.961, -13.429, 12.917], [25.287, -14.635, 13.040], [23.863, -14.192, 10.835], [25.511, -14.672, 10.580], [26.444, -11.028, 11.329], [27.172, -12.573, 10.964], [16.887, -8.798, 6.993], [17.125, -9.404, 8.326], [18.465, -9.950, 8.104], [19.134, -9.137, 7.127], [18.245, -8.233, 6.484], [16.234, -7.926, 7.000], [16.497, -9.557, 6.315], [16.375, -10.095, 8.710], [17.212, -8.506, 8.938], [18.369, -10.926, 7.627], [18.962, -10.109, 9.061], [18.262, -8.105, 5.402], [18.376, -7.205, 6.821], [19.461, -2.980, 16.754], [18.854, -2.161, 15.699], [19.892, -1.128, 15.151], [21.000, -1.342, 15.965], [20.604, -2.095, 17.123], [19.753, -3.932, 16.309], [18.772, -3.212, 17.566], [17.980, -1.576, 15.984], [18.599, -2.789, 14.845], [19.534, -0.113, 14.980], [20.104, -1.460, 14.134], [20.337, -1.384, 17.904], [21.473, -2.591, 17.557], [28.717, -4.339, 17.303], [29.417, -2.511, 17.240], [28.272, -1.434, 17.018], [29.103, 0.326, 16.926], [30.171, -2.445, 16.457], [29.911, -2.361, 18.200], [27.485, -1.413, 17.773], [27.763, -1.563, 16.062], [33.163, -2.430, 10.318], [32.052, -2.728, 11.015], [31.245, -1.555, 10.925], [31.775, -0.668, 10.020], [33.051, -1.151, 9.782], [34.020, -2.963, 10.312], [31.816, -3.645, 11.535], [30.289, -1.473, 11.420], [31.457, 0.333, 9.770], [33.947, -0.633, 9.472]], "forces_ev_per_a": [[0.4, -1.3, -0.3], [1.9, -0.6, -1.5], [-1.2, 0.8, 1.6], [0.2, -0.4, -0.1], [-0.2, 0.8, 0.0], [-0.4, 0.5, 0.2], [-0.4, 0.8, -0.5], [-0.3, -0.6, 0.6], [-1.2, 1.8, -0.1], [-2.5, -0.2, 0.3], [0.9, -1.7, 0.1], [2.7, -0.5, 0.4], [0.7, 0.6, -1.0], [-0.3, 0.4, 0.7], [-0.6, 0.4, 0.1], [0.5, 0.2, 0.0], [-0.7, 0.0, 0.1], [-0.1, -0.3, 0.1], [0.1, -0.7, -0.8], [1.2, -0.8, 0.5], [-0.7, 0.9, -0.3], [0.7, 1.2, -0.7], [0.8, -0.4, 0.3], [-0.4, 0.9, 0.0], [-1.7, -0.9, 0.2], [1.0, -0.7, 0.8], [-0.1, -0.4, 0.0], [-0.3, 0.0, -0.1], [0.1, -0.1, 0.0], [-0.4, -0.2, 0.0], [-0.1, 0.6, -0.9], [0.5, 0.0, 0.3], [-0.7, 0.0, -0.4], [0.6, 0.0, 0.3], [-1.2, 1.3, -2.2], [-0.3, 2.0, 0.3], [0.8, -1.5, -0.6], [1.3, 0.3, 0.1], [-1.6, -0.8, 1.8], [-0.7, -0.3, 0.1], [0.0, 0.1, -0.4], [0.1, 0.1, -0.1], [-0.1, -0.3, 0.9], [0.1, -0.4, 0.1], [0.8, 0.5, -0.3], [0.6, -1.0, -0.2], [0.2, 0.1, 0.6], [0.3, -0.7, 0.3], [-1.9, 1.7, -2.6], [-0.7, -2.1, -0.7], [1.0, 0.0, 0.8], [1.3, 0.8, 1.0], [0.4, 0.0, 0.2], [0.2, 0.2, 0.1], [-0.3, -0.4, 0.3], [-0.5, 0.1, 0.1], [0.0, 0.3, 1.0], [0.6, 0.0, -0.1], [-0.5, 0.2, 0.1], [0.2, -0.2, -0.5], [0.0, 0.4, -0.1], [-1.0, 1.1, 0.2], [0.8, -1.1, -0.3], [-0.1, -0.1, 0.1], [-0.3, -0.1, 0.0], [-0.2, 0.1, -0.1], [0.5, -0.1, 0.2], [0.3, -0.2, 0.0], [0.9, 0.9, -0.4], [-1.9, 2.3, 0.5], [-1.4, -3.1, 0.9], [2.3, 0.8, 0.4], [0.4, -0.6, -0.4], [-0.3, 0.1, -0.1], [0.4, 0.0, -0.2], [-0.1, -0.1, -0.2], [-0.1, -0.2, 0.0], [-0.2, -0.2, -0.5]]}